# 1
71
Properties=species:S:1:pos:R:3:forces:R:3:lowdin_charge:R:1 method="wB97M-V/def2-TZVPD" e_above_lowest_kj_mol=0.0 multiplicity=3 s2=2.05 homo_ha="-0.6152 / -0.6150" total_charge=+3 gap_ev="7.32 / 8.03"
V 1.359 -0.668 -0.226 -1.4 1.0 0.8 0.271
P 2.560 1.211 0.893 1.3 1.1 0.6 0.790
P -0.627 -0.022 1.182 -1.2 -0.1 0.5 0.800
P -2.159 3.413 -2.557 -0.1 -0.6 -0.2 0.878
H 0.884 -0.713 -3.679 -0.4 0.5 0.2 0.107
C 0.737 0.095 -2.939 -0.1 0.7 -1.3 -0.454
C 1.912 0.097 -1.965 0.2 0.9 -0.5 -0.323
H 2.676 -0.594 -2.363 0.0 0.1 0.2 0.108
C 3.943 0.563 1.907 0.0 -0.3 0.0 -0.258
C 1.834 2.420 2.076 -0.3 -0.1 0.0 -0.246
C 3.496 2.393 -0.166 -0.2 -0.2 -0.3 -0.249
C -2.054 -1.091 0.806 -0.3 -0.1 -0.1 -0.249
C -0.504 -0.270 3.003 0.5 -0.1 0.3 -0.229
C -1.445 1.623 1.165 0.1 0.4 -0.3 -0.236
C -1.725 3.750 -4.262 -0.1 0.2 -0.4 -0.189
C -1.139 4.308 -1.384 0.3 0.1 0.3 -0.195
C -3.908 3.464 -2.147 -0.4 0.1 -0.1 -0.183
H 0.712 1.063 -3.468 0.3 -0.4 -0.1 0.073
H 2.350 1.109 -1.921 -0.1 -0.6 0.0 0.035
H 4.322 -0.380 1.496 0.0 0.3 0.1 0.011
H 3.577 0.377 2.923 0.2 0.0 -0.1 0.052
H 4.750 1.309 1.929 -0.3 -0.2 0.1 0.067
H 1.217 1.914 2.826 0.1 0.2 -0.1 0.031
H 1.221 3.161 1.550 0.2 -0.1 0.1 0.039
H 2.647 2.951 2.591 -0.2 -0.2 -0.2 0.077
H 4.065 1.823 -0.909 0.0 0.2 0.1 0.057
H 4.197 3.004 0.426 -0.4 -0.3 -0.1 0.075
H 2.794 3.057 -0.686 0.2 -0.1 0.0 0.048
H -2.811 -0.978 1.590 0.1 0.0 -0.2 0.075
H -1.766 -2.144 0.732 0.0 0.1 0.1 0.040
H -2.487 -0.813 -0.160 0.0 0.0 0.3 0.028
H -1.010 0.553 3.524 0.1 -0.2 -0.1 0.067
H 0.533 -0.310 3.353 -0.1 0.0 0.0 0.034
H -0.995 -1.209 3.284 0.1 0.2 -0.1 0.042
H -2.154 1.681 2.005 0.2 -0.1 -0.3 0.075
H -1.993 1.773 0.228 0.1 -0.1 0.1 0.024
H -0.727 2.442 1.279 -0.1 -0.2 0.0 0.020
H -2.281 4.618 -4.647 0.3 -0.2 0.0 0.081
H -1.970 2.848 -4.846 -0.1 0.4 0.1 0.075
H -0.639 3.916 -4.355 -0.4 0.1 0.1 0.077
H -1.056 5.364 -1.675 -0.1 -0.2 0.1 0.085
H -0.130 3.872 -1.359 -0.2 0.1 -0.1 0.056
H -1.565 4.247 -0.373 0.0 0.0 -0.3 0.056
H -4.447 4.144 -2.822 0.1 -0.1 0.3 0.079
H -4.048 3.771 -1.098 0.1 0.0 -0.4 0.073
H -4.317 2.445 -2.257 0.1 0.4 -0.1 0.073
C -1.071 -1.757 -2.246 -0.3 -0.1 0.3 -0.538
C -2.189 -2.515 -2.636 0.6 0.4 0.5 -0.059
C -2.232 -3.877 -2.346 0.5 0.1 0.1 -0.013
C -1.127 -4.488 -1.733 -0.3 0.1 0.1 -0.033
C 0.002 -3.737 -1.416 0.4 -0.1 0.0 -0.085
C 0.032 -2.356 -1.612 0.1 -0.5 -0.6 -0.203
S -1.061 0.001 -2.454 1.3 -1.1 0.3 0.927
H -1.894 2.038 -2.504 0.2 0.5 0.5 -0.087
H -2.995 -2.008 -3.156 0.0 -0.2 0.1 0.120
H -3.095 -4.467 -2.638 0.1 0.1 0.1 0.130
H -1.154 -5.557 -1.523 0.1 0.3 -0.2 0.127
H 0.934 -4.206 -1.092 -0.4 -0.1 0.1 0.115
H 1.066 -1.894 -1.581 -1.3 -0.9 -0.7 0.040
S 2.513 -2.375 0.833 0.9 -0.8 0.4 0.752
C 1.593 -2.937 2.171 -0.8 -0.4 1.5 -0.704
N 0.411 -3.572 2.114 0.7 0.8 -1.3 0.053
C -0.084 -3.970 3.414 -0.7 -0.6 0.3 -0.108
C 0.987 -3.432 4.370 0.2 0.0 1.0 -0.095
N 1.973 -2.856 3.460 0.3 0.6 -1.4 0.060
H -0.041 -3.764 1.219 0.3 -0.1 0.5 0.129
H -0.183 -5.059 3.471 0.1 0.2 0.0 0.141
H -1.083 -3.552 3.590 0.3 0.0 0.0 0.124
H 1.458 -4.212 4.983 -0.2 0.1 -0.3 0.142
H 0.597 -2.672 5.066 0.1 -0.2 -0.3 0.132
H 2.819 -2.361 3.740 -0.4 -0.4 -0.1 0.166

# 2
9
Properties=species:S:1:pos:R:3:forces:R:3:lowdin_charge:R:1 method="wB97M-V/def2-TZVPD" e_above_lowest_kj_mol=407.6 homo_ha="-0.1465 / -0.1465" total_charge=-1 gap_ev="7.98 / 7.98"
C -0.069 0.310 -0.484 2.4 -3.0 -2.7 -0.205
N -1.461 0.087 -0.367 0.8 -3.0 -2.2 -0.515
O 1.782 -1.686 0.884 0.0 -0.4 -0.9 -0.525
O -2.076 0.650 0.500 -0.7 0.9 0.9 0.014
O -1.955 -0.820 -1.094 0.1 0.9 0.8 -0.050
O 2.012 0.691 1.251 0.8 1.0 -0.3 -0.537
S 1.102 -0.433 1.178 -1.4 -0.2 1.3 0.660
H 0.084 1.308 -0.423 0.7 3.0 0.7 0.015
H 0.581 -0.107 -1.445 -2.5 0.7 2.3 0.143

# 3
28
Properties=species:S:1:pos:R:3:forces:R:3:lowdin_charge:R:1 method="wB97M-V/def2-TZVPD" e_above_lowest_kj_mol=258.2 homo_ha=-0.4440 total_charge=+1 gap_ev=8.19
K -7.221 1.891 13.597 0.1 0.0 0.0 0.965
O -6.493 0.707 18.385 0.0 0.0 -0.4 -0.060
H -6.987 1.249 19.001 -0.1 0.2 0.2 0.032
H -5.915 0.182 18.939 0.2 -0.2 0.1 0.034
O -5.392 4.911 10.013 0.0 -0.4 0.2 -0.056
H -4.791 5.655 10.065 0.2 0.2 0.0 0.035
H -6.262 5.300 10.100 -0.3 0.2 -0.1 0.027
O -9.082 5.395 16.431 0.2 -0.4 -0.1 -0.058
H -8.539 6.183 16.406 0.2 0.2 0.1 0.032
H -9.967 5.708 16.245 -0.3 0.1 0.0 0.033
O -3.220 -0.190 12.112 -0.3 0.1 0.1 -0.060
H -2.700 -0.954 12.362 0.1 -0.2 0.1 0.034
H -2.675 0.274 11.476 0.1 0.1 -0.2 0.033
O -10.949 0.602 10.595 0.3 0.3 0.2 -0.057
H -11.394 0.082 11.264 -0.2 -0.1 0.1 0.029
H -10.805 -0.009 9.872 0.0 -0.1 -0.3 0.035
C -13.070 6.281 10.465 0.0 0.8 -0.5 -0.061
C -11.980 6.519 9.401 -0.1 0.2 0.6 -0.442
C -11.765 7.924 8.851 -0.5 1.4 -0.1 -0.060
O -10.723 5.958 9.934 -1.2 0.5 -1.0 -0.075
H -13.052 6.964 11.314 0.4 -0.2 0.1 0.079
H -12.999 5.236 10.766 -0.1 0.1 0.3 0.071
H -14.051 6.424 10.013 -0.1 -0.1 -0.1 0.079
H -12.368 5.936 8.565 0.6 -0.4 -0.3 0.125
H -11.598 8.003 7.777 0.7 -0.7 0.0 0.074
H -11.075 8.604 9.353 0.7 -0.7 0.2 0.078
H -12.617 8.604 8.868 -0.9 -0.6 0.6 0.074
H -10.969 5.030 9.957 0.5 -0.3 0.2 0.062

# 4
59
Properties=species:S:1:pos:R:3:forces:R:3:lowdin_charge:R:1 method="wB97M-V/def2-TZVPD" homo_ha=-0.2790 total_charge=0 smiles="C=C[C@]1(CCCS)OC(=O)O[C@@H]1[C@@H](C)F.CN(C)P(=O)(N(C)C)N(C)C" gap_ev=6.99
C -3.470 -1.869 3.656 0.0 0.1 0.4 0.059
C -2.186 -2.261 3.553 0.3 -0.2 -0.7 -0.078
C -1.000 -1.330 3.800 -0.1 -1.1 3.6 -0.355
C -0.062 -1.904 4.914 1.1 -0.4 -1.3 -0.107
C 0.803 -3.066 4.332 0.0 -0.3 1.8 -0.260
C 1.283 -4.023 5.496 -1.1 0.3 -0.9 -0.517
S 0.257 -5.559 5.468 0.2 -0.2 0.3 0.668
O -1.576 -0.193 4.497 -0.1 0.9 -0.4 0.057
C -1.785 0.816 3.610 1.9 -3.1 -1.3 -0.562
O -2.401 1.788 3.728 -1.5 2.2 0.9 0.208
O -1.145 0.480 2.448 0.6 0.7 0.0 0.055
C -0.279 -0.675 2.587 -2.3 0.7 0.1 -0.101
C -0.355 -1.319 1.161 1.1 0.0 0.5 -0.301
C -0.031 -2.814 1.082 -0.2 0.3 -1.0 -0.022
F -1.593 -1.018 0.630 0.0 -0.7 0.0 0.012
H -4.196 -2.133 2.878 -0.1 -1.1 1.1 0.078
H -3.795 -1.324 4.551 0.1 1.2 -1.2 0.086
H -2.024 -3.323 3.315 0.3 0.8 -1.3 0.107
H 0.645 -1.132 5.270 -0.5 -0.1 -0.1 0.130
H -0.652 -2.240 5.782 0.0 0.1 -0.5 0.128
H 0.181 -3.690 3.683 0.5 0.3 -0.2 0.049
H 1.715 -2.688 3.845 -0.6 0.0 -0.3 0.110
H 2.307 -4.366 5.293 -0.4 0.0 0.4 0.065
H 1.189 -3.534 6.475 0.3 -0.2 -0.3 0.067
H -1.003 -5.123 5.730 0.6 0.3 0.0 -0.147
H 0.691 -0.285 2.939 0.0 -0.6 -0.5 0.173
H 0.382 -0.794 0.528 -0.3 0.0 0.2 0.146
H -0.219 -3.118 0.036 0.1 0.1 0.4 0.096
H -0.661 -3.450 1.711 0.4 0.2 0.0 0.058
H 1.049 -2.949 1.242 -0.4 -0.1 0.3 0.092
O -0.115 -0.044 -3.164 2.9 -0.7 2.9 -0.289
P 0.710 1.239 -3.244 -4.3 3.2 -5.3 0.779
N -0.572 2.284 -2.759 -0.8 0.2 0.1 -0.335
C -1.305 3.310 -3.464 0.3 0.3 -0.1 -0.139
C -1.012 2.154 -1.377 0.5 -0.4 0.2 -0.122
N 1.048 1.086 -4.926 0.1 -1.0 -0.6 -0.307
C 0.760 2.031 -5.993 0.5 0.8 0.2 -0.128
C 0.960 -0.274 -5.473 -0.3 -0.1 0.2 -0.151
N 1.910 2.552 -3.135 2.3 -2.2 2.1 -0.329
C 2.719 2.450 -1.917 0.0 -0.1 -0.1 -0.155
C 1.759 3.942 -3.486 -0.7 0.4 0.1 -0.143
H -1.101 4.301 -3.033 -0.1 0.0 -0.1 0.079
H -2.386 3.147 -3.402 0.0 -0.1 0.1 0.083
H -1.063 3.372 -4.521 0.1 -0.1 0.0 0.048
H -0.358 2.723 -0.700 -0.2 0.1 0.1 0.073
H -1.002 1.110 -1.056 0.0 0.0 0.0 0.056
H -2.034 2.509 -1.232 0.0 0.1 -0.2 0.085
H -0.286 2.349 -6.008 0.0 0.1 0.0 0.069
H 0.955 1.599 -6.974 0.0 -0.3 0.2 0.077
H 1.422 2.899 -5.957 -0.2 0.1 0.1 0.068
H -0.078 -0.534 -5.718 0.1 -0.2 0.0 0.086
H 1.359 -1.006 -4.776 -0.2 0.0 0.0 0.065
H 1.560 -0.358 -6.382 0.0 0.3 0.0 0.077
H 2.174 2.822 -1.039 0.1 0.1 0.1 0.071
H 3.651 3.014 -2.009 -0.1 0.0 -0.1 0.078
H 2.992 1.406 -1.725 0.0 0.0 0.0 0.073
H 1.391 4.561 -2.657 -0.1 0.0 0.0 0.086
H 1.126 4.126 -4.348 -0.2 -0.2 0.1 0.054
H 2.747 4.330 -3.767 0.0 -0.2 0.1 0.096

# 5
17
Properties=species:S:1:pos:R:3:forces:R:3:lowdin_charge:R:1 method="wB97M-V/def2-TZVPD" e_above_lowest_kj_mol=474.6 homo_ha=-0.2583 total_charge=0 gap_ev=7.73
C -0.347 1.609 1.036 0.0 0.1 -0.2 -0.053
C 0.980 -1.349 0.365 0.0 0.1 0.0 -0.054
N -0.605 0.793 -0.160 0.2 0.5 0.2 -0.059
C 0.346 0.552 -1.303 -0.3 -0.6 1.3 -0.251
C -0.219 -0.857 -0.407 0.4 -0.2 -1.1 -0.386
C -1.265 -1.666 -0.688 0.0 0.1 0.0 -0.037
N 1.438 1.159 -1.445 -0.2 0.0 -0.1 0.094
H -1.580 0.789 -0.438 0.1 -0.1 -0.1 0.137
H 1.531 2.024 -0.898 -0.1 0.0 0.0 0.039
H 0.728 1.693 1.190 0.0 -0.1 0.0 0.076
H -0.805 1.141 1.909 0.0 0.0 -0.1 0.091
H -0.754 2.613 0.906 0.0 0.0 0.1 0.085
H 1.842 -1.461 -0.292 0.0 0.1 0.0 0.085
H 1.265 -0.664 1.164 0.0 0.0 0.0 0.073
H 0.747 -2.316 0.811 -0.1 0.1 0.0 0.080
H -2.109 -1.339 -1.280 0.0 0.0 -0.1 0.040
H -1.195 -2.721 -0.470 0.0 0.0 0.2 0.040

# 6
16
Properties=species:S:1:pos:R:3:forces:R:3:lowdin_charge:R:1 method="wB97M-V/def2-TZVPD" e_above_lowest_kj_mol=632.1 homo_ha="-0.3378 / -0.2939" total_charge=0 gap_ev="9.39 / 6.75"
C -0.923 0.285 0.274 -1.0 0.0 0.7 -0.297
C 0.727 -0.796 -1.322 0.1 -0.1 -1.0 -0.065
C -0.435 1.696 0.078 -0.1 0.0 0.0 -0.033
C 1.588 -1.217 -0.241 0.0 -0.2 1.3 -0.164
O -0.432 -0.420 1.423 -1.3 0.3 0.2 -0.026
C -1.852 -0.027 1.473 1.7 0.3 -1.0 -0.379
N -2.846 0.005 2.112 -0.5 -0.1 0.5 0.208
H -1.193 -0.344 -0.577 0.1 0.2 0.2 0.120
H 0.102 -1.517 -1.834 0.0 0.0 0.0 0.066
H 0.860 0.156 -1.815 0.0 0.0 0.0 0.060
H 0.656 1.740 0.064 0.0 -0.1 0.0 0.085
H -0.817 2.097 -0.862 0.0 0.0 0.0 0.091
H -0.786 2.331 0.891 0.0 0.0 0.0 0.091
H 2.491 -0.614 -0.138 0.0 -0.1 -0.1 0.081
H 1.032 -1.095 0.744 0.7 -0.2 -0.7 0.079
H 1.828 -2.282 -0.270 0.1 0.1 -0.1 0.082

# 7
9
Properties=species:S:1:pos:R:3:forces:R:3:lowdin_charge:R:1 method="wB97M-V/def2-TZVPD" e_above_lowest_kj_mol=56.6 multiplicity=2 s2=0.75 homo_ha="-0.5449 / -0.5318" total_charge=+1 gap_ev="9.53 / 8.20"
In -29.008 -1.138 1.531 0.0 0.0 -0.4 1.053
C -26.509 0.679 -1.828 -0.1 -0.2 1.1 -0.068
C -26.856 -0.859 -1.753 -0.2 1.5 -1.1 -0.293
O -28.133 -1.259 -1.278 1.6 0.9 0.1 -0.170
H -27.284 1.217 -2.373 -0.3 0.1 0.7 0.080
H -25.605 1.107 -2.262 0.5 -1.5 -1.2 0.079
H -26.198 1.071 -0.859 -1.4 0.2 0.7 0.062
H -26.146 -1.438 -1.162 0.2 -0.2 0.3 0.133
H -26.722 -1.204 -2.778 -0.2 -0.7 -0.1 0.124

# 8
71
Properties=species:S:1:pos:R:3:forces:R:3:lowdin_charge:R:1 method="wB97M-V/def2-TZVPD" e_above_lowest_kj_mol=97.8 homo_ha=-0.3050 total_charge=0 smiles="COc1cc([C@H](C(=O)NC(C)(C)C)N(C(=O)CNC(=O)c2cccs2)c2ccccc2)cc(OC)c1OC" gap_ev=8.80
C 0.719 -5.326 0.771 0.0 -0.4 0.2 -0.073
H -0.134 -6.005 0.771 0.1 0.0 0.0 0.095
O 0.304 -4.223 -0.004 0.1 0.3 -0.2 -0.091
C 1.112 -3.144 -0.203 0.0 0.2 -0.1 -0.189
C 0.464 -2.088 -0.840 0.2 0.0 0.0 0.031
C 1.099 -0.889 -1.101 0.1 -0.2 0.0 -0.153
C 2.445 -0.766 -0.791 0.3 0.0 0.0 0.037
C 3.124 -1.813 -0.184 -0.1 0.0 -0.1 -0.175
C 2.461 -3.011 0.150 0.1 -0.2 0.2 -0.125
O 3.109 -4.069 0.751 -0.2 0.3 -0.6 -0.107
C 3.927 -3.798 1.871 0.3 -0.1 0.3 -0.068
H 3.478 -3.041 2.519 0.0 0.0 0.0 0.103
H 4.923 -3.469 1.572 -0.1 -0.1 0.1 0.085
H 4.003 -4.742 2.413 0.0 0.1 0.0 0.093
O 4.455 -1.754 0.120 -0.4 -0.4 0.0 -0.096
C 5.155 -0.563 -0.148 0.1 0.2 -0.1 -0.068
H 5.189 -0.351 -1.221 0.0 0.0 0.0 0.100
H 4.717 0.290 0.378 0.0 0.0 0.0 0.102
H 6.167 -0.734 0.217 -0.1 0.1 0.0 0.095
H 2.955 0.152 -1.014 0.1 0.1 0.1 0.097
C 0.312 0.232 -1.746 0.1 -0.1 -0.1 -0.109
N -1.079 0.217 -1.288 0.4 0.0 0.0 0.027
C -2.034 -0.290 -2.110 -0.4 0.0 0.0 -0.431
O -1.836 -0.487 -3.293 -0.1 -0.1 -0.2 0.074
C -3.349 -0.696 -1.443 -0.2 -0.1 -0.1 -0.059
N -3.130 -1.334 -0.172 0.0 -0.3 -0.3 0.067
C -3.646 -0.845 0.984 -0.2 0.1 -0.1 -0.516
O -4.454 0.065 1.011 -0.1 0.0 0.1 0.076
C -3.153 -1.488 2.208 0.3 -0.4 0.6 -0.431
C -3.577 -1.205 3.477 0.0 0.0 -0.6 -0.099
C -2.888 -1.934 4.464 0.2 -0.1 0.1 -0.173
C -1.944 -2.758 3.936 0.1 0.0 -0.3 -0.391
S -1.876 -2.664 2.226 -0.3 0.3 0.4 1.071
H -1.280 -3.424 4.452 0.1 -0.1 0.1 0.063
H -3.083 -1.850 5.518 0.0 0.0 0.2 0.103
H -4.357 -0.493 3.672 -0.1 0.2 0.0 0.122
H -2.467 -2.094 -0.136 -0.1 0.1 0.0 0.094
H -3.996 0.166 -1.257 0.1 -0.1 -0.1 0.127
H -3.859 -1.371 -2.140 0.1 0.2 0.0 0.137
C -1.356 0.834 -0.041 -0.3 0.4 0.3 -0.220
C -2.273 1.879 0.003 0.2 -0.1 0.0 -0.036
C -2.546 2.513 1.200 0.0 0.1 0.1 -0.074
C -1.892 2.125 2.356 0.0 0.1 0.0 -0.072
C -0.957 1.106 2.307 0.1 0.0 0.0 -0.060
C -0.683 0.460 1.115 0.1 0.0 0.0 -0.011
H 0.044 -0.335 1.081 0.0 -0.1 0.0 0.110
H -0.438 0.804 3.204 0.0 0.0 0.1 0.112
H -2.107 2.619 3.291 0.0 0.1 0.1 0.105
H -3.271 3.312 1.228 -0.1 0.1 0.0 0.112
H -2.774 2.188 -0.903 0.0 0.0 -0.1 0.125
H 0.276 0.047 -2.830 0.0 0.1 0.2 0.162
C 0.837 1.664 -1.513 -0.2 -0.3 -0.4 -0.423
O 1.684 1.964 -0.699 0.3 0.1 0.2 0.075
N 0.197 2.541 -2.307 -0.2 0.2 -0.4 0.139
H -0.493 2.183 -2.950 0.0 -0.1 0.1 0.143
C 0.386 3.993 -2.297 0.2 0.3 0.2 -0.581
C 1.835 4.313 -2.674 -0.2 -0.1 0.1 -0.032
H 1.990 5.388 -2.689 0.0 0.2 0.0 0.084
H 2.068 3.910 -3.657 0.0 0.0 -0.1 0.086
H 2.507 3.870 -1.945 0.1 0.0 0.0 0.075
C 0.065 4.541 -0.904 0.1 -0.1 -0.1 -0.025
H 0.209 5.617 -0.884 0.0 0.2 0.0 0.086
H 0.721 4.084 -0.169 0.0 0.0 0.1 0.080
H -0.964 4.316 -0.633 -0.1 0.0 0.0 0.070
C -0.574 4.578 -3.331 0.2 -0.2 0.2 -0.037
H -0.359 4.182 -4.322 0.0 0.0 -0.1 0.086
H -1.605 4.343 -3.074 -0.1 0.0 0.0 0.082
H -0.469 5.659 -3.366 0.0 0.1 0.0 0.088
H -0.564 -2.248 -1.122 -0.1 0.0 0.0 0.118
H 0.945 -5.031 1.798 0.0 0.0 0.0 0.094
H 1.588 -5.823 0.337 -0.1 0.0 0.1 0.096

| no. | DFT total energy (hartree) |
| --- | --- |
| 1 | -3660.89115 |
| 2 | -793.14106 |
| 3 | -1176.24411 |
| 4 | -1933.88825 |
| 5 | -305.84311 |
| 6 | -325.69680 |
| 7 | -344.21291 |
| 8 | -2100.67849 |